Record 1
# C41H65N10O2

A cluster of 8 separate species, C41H65N10O2 in total (ωB97M-V/def2-TZVPD, OMol25).

```
! wB97M-V def2-TZVPD RIJCOSX def2/J DEFGRID3
* xyz 1 1
C 6.154 2.406 -1.942
C 6.667 0.922 -1.998
O 7.034 0.597 -3.343
C 6.505 -0.680 -3.689
C 4.964 -0.594 -3.944
O 4.206 -1.278 -2.927
C 2.824 -1.129 -3.157
C 2.131 -2.544 -3.320
N 0.698 -2.357 -2.893
C 0.580 -2.219 -1.404
N -0.643 -1.457 -1.065
C 1.800 -1.295 -0.957
N 2.089 -0.434 -2.104
C 2.691 0.863 -1.727
C 1.616 1.979 -2.055
C 1.574 2.277 -3.618
C 0.062 2.239 -4.070
C 2.246 3.658 -3.937
H 5.522 2.655 -2.819
H 5.615 2.604 -0.992
H 7.035 3.080 -1.948
H 7.546 0.870 -1.315
H 5.916 0.213 -1.580
H 6.703 -1.427 -2.894
H 6.986 -0.968 -4.647
H 4.703 0.491 -3.998
H 4.746 -0.998 -4.963
H 2.675 -0.580 -4.109
H 2.205 -2.921 -4.354
H 2.548 -3.295 -2.617
H 0.191 -3.221 -3.123
H 0.225 -1.608 -3.405
H 0.576 -3.196 -0.884
H -0.740 -0.661 -1.692
H -0.554 -1.072 -0.130
H 1.573 -0.733 -0.034
H 2.635 -1.999 -0.700
H 3.642 1.094 -2.241
H 2.880 0.943 -0.632
H 0.634 1.502 -1.824
H 1.746 2.892 -1.442
H 2.073 1.472 -4.205
H -0.069 2.783 -5.029
H -0.308 1.197 -4.192
H -0.598 2.717 -3.311
H 1.845 4.431 -3.249
H 2.061 3.982 -4.981
H 3.341 3.527 -3.791
N -1.113 -3.727 -5.974
C -1.721 -4.871 -6.420
C -3.022 -4.564 -6.718
C -3.208 -3.183 -6.449
C -2.013 -2.691 -5.994
H -0.157 -3.658 -5.683
H -1.177 -5.799 -6.484
H -3.761 -5.255 -7.091
H -4.115 -2.615 -6.576
H -1.726 -1.698 -5.684
N -2.304 0.257 2.001
C -2.904 -0.893 1.556
C -4.203 -0.594 1.236
C -4.394 0.788 1.492
C -3.205 1.287 1.960
H -1.353 0.333 2.310
H -2.356 -1.820 1.509
H -4.935 -1.290 0.860
H -5.301 1.353 1.348
H -2.923 2.281 2.267
N -6.349 2.777 4.073
C -7.392 1.905 3.921
C -8.378 2.269 4.802
C -7.915 3.408 5.508
C -6.661 3.699 5.035
H -5.488 2.746 3.559
H -7.342 1.102 3.203
H -9.327 1.774 4.924
H -8.440 3.952 6.276
H -5.967 4.478 5.299
N -3.962 6.019 6.689
C -3.139 5.000 6.287
C -2.055 4.978 7.126
C -2.232 6.017 8.074
C -3.418 6.640 7.780
H -4.829 6.270 6.252
H -3.395 4.383 5.441
H -1.226 4.290 7.067
H -1.567 6.280 8.880
H -3.920 7.469 8.251
N -1.779 -4.881 1.448
C -1.563 -4.496 2.740
C -0.243 -4.724 3.038
C 0.361 -5.266 1.873
C -0.615 -5.347 0.909
H -2.660 -4.829 0.969
H -2.367 -4.094 3.336
H 0.235 -4.524 3.984
H 1.391 -5.561 1.754
H -0.581 -5.697 -0.111
N 1.444 6.529 -0.556
C 0.235 5.889 -0.612
C -0.708 6.798 -1.018
C -0.040 8.032 -1.224
C 1.286 7.835 -0.934
H 2.312 6.107 -0.282
H 0.148 4.846 -0.354
H -1.758 6.598 -1.154
H -0.482 8.960 -1.548
H 2.126 8.509 -0.961
N 1.529 -8.390 5.086
C 1.867 -7.848 3.876
C 3.190 -8.128 3.644
C 3.665 -8.872 4.753
C 2.617 -9.020 5.625
H 0.622 -8.335 5.511
H 1.140 -7.311 3.288
H 3.753 -7.833 2.773
H 4.662 -9.256 4.897
H 2.553 -9.517 6.579
*
```

Its calculated total energy is -62557.1345 eV. For the orbital gap, the calculation gives 6.476 eV. For the lowest unoccupied orbital energy, the calculation gives -3.0 eV. As for the HOMO energy: -0.34855 hartree.

Löwdin atomic charge list, values in e, 99 entries: atom 1 (C): -0.0704, atom 2 (C): -0.2557, atom 3 (O): -0.1519, atom 4 (C): -0.1664, atom 5 (C): -0.1523, atom 6 (O): -0.0904, atom 7 (C): -0.3307, atom 8 (C): -0.0002, atom 9 (N): 0.0913, atom 10 (C): -0.2703, atom 11 (N): 0.0813, atom 12 (C): -0.1035, atom 13 (N): -0.1033, atom 14 (C): -0.1407, atom 15 (C): -0.1290, atom 16 (C): -0.3912, atom 17 (C): -0.0809, atom 18 (C): -0.0620, atom 19 (H): 0.0585, atom 20 (H): 0.0750, atom 21 (H): 0.0803, atom 22 (H): 0.1253, atom 23 (H): 0.1075, atom 24 (H): 0.1345, atom 25 (H): 0.1337, atom 26 (H): 0.1255, atom 27 (H): 0.1340, atom 28 (H): 0.1455, atom 29 (H): 0.1415, atom 30 (H): 0.1499, atom 31 (H): 0.1767, atom 32 (H): 0.1715, atom 33 (H): 0.1485, atom 34 (H): 0.0741, atom 35 (H): 0.0634, atom 36 (H): 0.1322, atom 37 (H): 0.1358, atom 38 (H): 0.0955, atom 39 (H): 0.1275, atom 40 (H): 0.0918, atom 41 (H): 0.1043, atom 42 (H): 0.1062, atom 43 (H): 0.0796, atom 44 (H): 0.0564, atom 45 (H): 0.0830, atom 46 (H): 0.0766, atom 47 (H): 0.0821, atom 48 (H): 0.0678, atom 49 (N): -0.0243, atom 50 (C): -0.1324, atom 51 (C): -0.0929, atom 52 (C): -0.0964, atom 53 (C): -0.1548, atom 54 (H): 0.1144, atom 55 (H): 0.1094, atom 56 (H): 0.0999, atom 57 (H): 0.0990, atom 58 (H): 0.0933, atom 59 (N): 0.0005, atom 60 (C): -0.1574, atom 61 (C): -0.0980, atom 62 (C): -0.1110, atom 63 (C): -0.1401, atom 64 (H): 0.1400, atom 65 (H): 0.0858, atom 66 (H): 0.0950, atom 67 (H): 0.0904, atom 68 (H): 0.1067, atom 69 (N): 0.0058, atom 70 (C): -0.1434, atom 71 (C): -0.1073, atom 72 (C): -0.1044, atom 73 (C): -0.1386, atom 74 (H): 0.1194, atom 75 (H): 0.0995, atom 76 (H): 0.0922, atom 77 (H): 0.0929, atom 78 (H): 0.0785, atom 79 (N): 0.0006, atom 80 (C): -0.1541, atom 81 (C): -0.1153, atom 82 (C): -0.1107, atom 83 (C): -0.1346, atom 84 (H): 0.1315, atom 85 (H): 0.0909, atom 86 (H): 0.0873, atom 87 (H): 0.0916, atom 88 (H): 0.1077, atom 89 (N): 0.0081, atom 90 (C): -0.1407, atom 91 (C): -0.1050, atom 92 (C): -0.1340, atom 93 (C): -0.1594, atom 94 (H): 0.1480, atom 95 (H): 0.1130, atom 96 (H): 0.0983, atom 97 (H): 0.0897, atom 98 (H): 0.1019, atom 99 (N): -0.0028

***

Record 2
# C41H66Cl3F5N2O15PS2

A cluster of 6 separate species, C41H66Cl3F5N2O15PS2 in total (ωB97M-V/def2-TZVPD, OMol25).

```
! wB97M-V def2-TZVPD RIJCOSX def2/J DEFGRID3
* xyz 1 1
C -0.457 4.109 -2.332
O -1.520 3.314 -2.819
C -2.569 3.211 -1.881
C -3.446 1.996 -2.165
C -2.704 0.864 -2.874
C -1.421 0.388 -2.165
C -1.341 -1.027 -1.551
C -2.554 -1.234 -0.616
F -2.846 -0.087 0.040
F -3.658 -1.542 -1.377
C -2.524 -2.373 0.451
F -1.670 -2.209 1.453
F -3.766 -2.392 0.994
F -2.364 -3.571 -0.172
C -0.010 -0.926 -0.739
N -0.135 -0.090 0.391
C 0.881 0.564 0.828
C 1.425 0.258 2.184
C 1.545 1.672 0.075
O 0.463 -2.180 -0.289
C 1.018 -2.920 -1.352
C 1.360 -4.285 -0.724
C 0.275 -4.922 0.116
C 0.797 -6.187 0.827
C -0.340 -6.744 1.697
S 0.208 -7.254 3.325
O 1.630 -7.171 3.439
O -0.340 -8.539 3.614
Cl -0.618 -5.923 4.627
P 2.747 -2.227 -1.761
O 2.430 -1.115 -2.920
Cl 3.602 -3.730 -2.863
C 0.108 -2.907 -2.619
Cl -0.283 -4.574 -3.143
N -1.219 -2.166 -2.553
C -1.699 -1.893 -3.955
C -3.156 -2.277 -4.224
C -3.455 -3.768 -4.146
S -5.202 -4.152 -4.402
H 0.404 3.932 -2.969
H -0.169 3.832 -1.316
H -0.727 5.160 -2.358
H -3.193 4.103 -1.833
H -2.146 3.109 -0.874
H -4.215 2.314 -2.870
H -3.984 1.683 -1.276
H -3.430 0.100 -3.122
H -2.403 1.287 -3.830
H -1.141 1.136 -1.438
H -0.618 0.413 -2.905
H 0.689 -0.445 -1.435
H 1.972 -0.680 2.089
H 0.628 0.148 2.912
H 2.107 1.022 2.545
H 2.572 1.815 0.396
H 1.543 1.520 -1.005
H 1.016 2.599 0.288
H 1.836 -4.962 -1.421
H 2.149 -4.021 -0.010
H -0.123 -4.266 0.881
H -0.569 -5.251 -0.488
H 1.035 -6.923 0.067
H 1.662 -5.931 1.428
H -1.083 -5.966 1.860
H -0.862 -7.568 1.226
H 2.763 -0.252 -2.664
H 0.668 -2.515 -3.458
H -1.874 -2.885 -2.223
H -1.130 -2.474 -4.674
H -1.562 -0.870 -4.280
H -3.316 -1.977 -5.259
H -3.875 -1.716 -3.640
H -3.192 -4.173 -3.167
H -2.859 -4.339 -4.850
H -5.685 -4.077 -3.154
O 1.625 5.870 -4.390
C 1.355 5.632 -5.531
O 1.379 6.574 -6.497
C 0.904 6.027 -7.741
C 1.104 4.522 -7.615
C 0.905 4.305 -6.115
H -0.146 6.299 -7.859
H 1.473 6.461 -8.559
H 0.428 3.946 -8.243
H 2.125 4.260 -7.892
H -0.144 4.150 -5.856
H 1.511 3.491 -5.727
O -2.076 6.220 -0.455
C -1.627 7.332 -0.463
O -2.383 8.420 -0.694
C -1.553 9.600 -0.753
C -0.288 9.235 0.008
C -0.176 7.738 -0.274
H -1.355 9.831 -1.801
H -2.085 10.435 -0.306
H 0.578 9.816 -0.301
H -0.438 9.398 1.076
H 0.366 7.533 -1.199
H 0.271 7.188 0.550
O 3.615 -5.527 9.631
C 3.487 -5.893 8.503
O 3.407 -5.027 7.458
C 3.146 -5.746 6.241
C 3.617 -7.169 6.505
C 3.348 -7.318 8.002
H 2.075 -5.696 6.033
H 3.685 -5.273 5.424
H 3.114 -7.908 5.885
H 4.688 -7.245 6.316
H 2.334 -7.660 8.202
H 4.063 -7.973 8.489
O 3.368 -10.341 10.983
C 2.237 -10.033 10.771
O 1.782 -9.735 9.524
C 0.413 -9.297 9.591
C -0.129 -9.868 10.894
C 1.116 -9.869 11.779
H 0.399 -8.204 9.582
H -0.119 -9.664 8.716
H -0.963 -9.298 11.297
H -0.468 -10.893 10.736
H 1.253 -8.919 12.297
H 1.122 -10.687 12.493
O -1.404 13.603 -2.276
C -0.509 13.143 -2.914
O 0.367 12.239 -2.398
C 1.397 11.944 -3.360
C 0.797 12.306 -4.712
C -0.131 13.463 -4.348
H 2.275 12.546 -3.120
H 1.661 10.891 -3.287
H 1.547 12.553 -5.461
H 0.208 11.469 -5.091
H 0.384 14.425 -4.364
H -1.016 13.505 -4.976
*
```

Its calculated total energy is -159387.6443 eV. For the orbital gap, the calculation gives 8.516 eV. For the lowest unoccupied orbital energy, the calculation gives -2.5 eV. As for the HOMO energy: -0.40545 hartree.

Löwdin atomic charge list, values in e, 99 entries: atom 1 (C): -0.0871, atom 2 (O): -0.1877, atom 3 (C): -0.2316, atom 4 (C): -0.1498, atom 5 (C): -0.1731, atom 6 (C): -0.0872, atom 7 (C): -0.1607, atom 8 (C): -0.3280, atom 9 (F): 0.1664, atom 10 (F): 0.1203, atom 11 (C): -0.4919, atom 12 (F): 0.1975, atom 13 (F): 0.1666, atom 14 (F): 0.1421, atom 15 (C): -0.3376, atom 16 (N): 0.1322, atom 17 (C): -0.3245, atom 18 (C): 0.0029, atom 19 (C): -0.0016, atom 20 (O): -0.0494, atom 21 (C): -0.6005, atom 22 (C): -0.2513, atom 23 (C): -0.2200, atom 24 (C): -0.1903, atom 25 (C): -0.2531, atom 26 (S): 0.3341, atom 27 (O): -0.3365, atom 28 (O): -0.3280, atom 29 (Cl): 0.4059, atom 30 (P): 0.6571, atom 31 (O): -0.3514, atom 32 (Cl): 0.3328, atom 33 (C): -0.4812, atom 34 (Cl): 0.8211, atom 35 (N): 0.0345, atom 36 (C): -0.1141, atom 37 (C): -0.2453, atom 38 (C): -0.5981, atom 39 (S): 0.7548, atom 40 (H): 0.0748, atom 41 (H): 0.0719, atom 42 (H): 0.0810, atom 43 (H): 0.1257, atom 44 (H): 0.1187, atom 45 (H): 0.1186, atom 46 (H): 0.1120, atom 47 (H): 0.0877, atom 48 (H): 0.1167, atom 49 (H): 0.1131, atom 50 (H): 0.1302, atom 51 (H): 0.1173, atom 52 (H): 0.1023, atom 53 (H): 0.0972, atom 54 (H): 0.0820, atom 55 (H): 0.0887, atom 56 (H): 0.0729, atom 57 (H): 0.0974, atom 58 (H): 0.0626, atom 59 (H): 0.1165, atom 60 (H): 0.1040, atom 61 (H): 0.0874, atom 62 (H): 0.1254, atom 63 (H): 0.1078, atom 64 (H): 0.0789, atom 65 (H): 0.1131, atom 66 (H): 0.0521, atom 67 (H): 0.0898, atom 68 (H): 0.1205, atom 69 (H): 0.1234, atom 70 (H): 0.1220, atom 71 (H): 0.1299, atom 72 (H): 0.0816, atom 73 (H): 0.0443, atom 74 (H): 0.0676, atom 75 (H): -0.1366, atom 76 (O): 0.1103, atom 77 (C): -0.4912, atom 78 (O): 0.0315, atom 79 (C): -0.1474, atom 80 (C): -0.1518, atom 81 (C): -0.0813, atom 82 (H): 0.1284, atom 83 (H): 0.1267, atom 84 (H): 0.1161, atom 85 (H): 0.1192, atom 86 (H): 0.1293, atom 87 (H): 0.1204, atom 88 (O): 0.0977, atom 89 (C): -0.4895, atom 90 (O): 0.0399, atom 91 (C): -0.1397, atom 92 (C): -0.1452, atom 93 (C): -0.0729, atom 94 (H): 0.1219, atom 95 (H): 0.1313, atom 96 (H): 0.1130, atom 97 (H): 0.1210, atom 98 (H): 0.1278, atom 99 (H): 0.1232

***

Per-record F_max, eV/Å: 3.895, 2.173